# 1
# C7H10NP

An isolated molecule of C7H10NP in a non-equilibrium geometry (ωB97M-V/def2-TZVPD, the Open Molecules 2025 dataset).

```
! wB97M-V def2-TZVPD RIJCOSX def2/J DEFGRID3
* xyz 0 1
H -0.68 1.50 1.72
H 0.23 2.06 -1.01
H 0.16 -0.73 2.22
C 0.25 -0.30 1.20
C 0.07 -1.47 0.19
C 1.86 1.28 0.16
C -0.56 -1.57 -0.94
H 2.00 0.53 2.02
C 1.72 0.18 1.05
H -3.02 -1.22 -2.93
H 0.55 -2.33 0.57
H -0.71 -2.55 -1.37
P -1.05 -0.26 -2.11
C -0.47 0.94 0.71
H 0.61 2.81 0.52
C 0.49 1.80 0.02
N -2.40 -0.47 -2.91
H 2.28 -0.83 0.82
H -1.33 0.63 0.08
*
```

Properties
- max |F| (eV/Å) = 4.40
- LUMO (eV) = -0.5
- HOMO energy (eV) = -8.405

Löwdin analysis output, partial charges in e: number 1, H, carries 0.1548; number 2, H, carries 0.0840; number 3, H, carries 0.1489; number 4, C, carries -0.2996; number 5, C, carries -0.1624; number 6, C, carries 0.0623; number 7, C, carries -0.3319; number 8, H, carries 0.1156; number 9, C, carries -0.2377; number 10, H, carries -0.0686; number 11, H, carries 0.0898; number 12, H, carries 0.0556; number 13, P, carries 0.8635; number 14, C, carries -0.2337; number 15, H, carries 0.1444; number 16, C, carries -0.3030; number 17, N, carries -0.2956; number 18, H, carries 0.1541; number 19, H, carries 0.0597

---

# 2
# C7H10NP

A cluster of 2 separate species, C7H10NP in total in a non-equilibrium geometry (ωB97M-V/def2-TZVPD, the Open Molecules 2025 dataset).

```
! wB97M-V def2-TZVPD RIJCOSX def2/J DEFGRID3
* xyz 0 1
C -1.11 0.59 -2.01
P 1.24 1.33 -0.30
C 0.07 0.96 1.09
H -1.14 -0.78 1.78
C -0.15 -0.47 1.48
H -1.94 1.28 -1.91
H 0.17 0.75 3.31
C 3.06 -2.47 0.34
C 0.22 1.01 -1.56
H 0.39 -1.23 0.93
H 1.69 0.29 2.45
C -0.02 0.91 -3.00
H -0.09 1.83 -3.57
N 3.75 -1.77 -0.23
H 2.42 -3.14 0.86
H -0.78 1.63 1.14
H -1.41 -0.44 -1.87
H 0.44 0.10 -3.54
C 0.62 0.44 2.38
*
```

Properties
- max |F| (eV/Å) = 1.15
- LUMO (eV) = 0.6
- HOMO energy (eV) = -8.809
- SMILES string = C1CC1=PC1CC1.C#N

Löwdin analysis output, partial charges in e: number 1, C, carries -0.1588; number 2, P, carries 0.9974; number 3, C, carries -0.5356; number 4, H, carries 0.0938; number 5, C, carries -0.1886; number 6, H, carries 0.0983; number 7, H, carries 0.0925; number 8, C, carries -0.1011; number 9, C, carries -0.5831; number 10, H, carries 0.0659; number 11, H, carries 0.0834; number 12, C, carries -0.1662; number 13, H, carries 0.0971; number 14, N, carries 0.0612; number 15, H, carries 0.0473; number 16, H, carries 0.0958; number 17, H, carries 0.0988; number 18, H, carries 0.0981; number 19, C, carries -0.1963

---

# 3
# C7H10O

An isolated molecule of C7H10O in a non-equilibrium geometry (ωB97M-V/def2-TZVPD, the Open Molecules 2025 dataset).

```
! wB97M-V def2-TZVPD RIJCOSX def2/J DEFGRID3
* xyz 0 1
H 1.01 1.70 -1.04
C 0.33 -0.22 -0.20
H -2.61 -0.68 -1.04
C -1.17 1.35 0.16
H -2.62 -1.32 0.78
H 0.79 1.63 0.71
H 1.35 -2.41 0.39
C -1.94 -1.16 -0.20
H -1.58 1.92 1.18
H -2.11 1.55 -0.35
C -0.92 -0.21 -0.05
C 2.55 -0.80 0.05
H -1.73 -2.30 -0.17
C 1.44 -1.34 -0.04
H -0.15 1.77 -0.39
H 3.59 -1.07 0.54
O 2.52 0.58 -0.18
C 1.26 1.02 -0.17
*
```

Properties
- max |F| (eV/Å) = 9.40
- LUMO (eV) = 0.9
- HOMO energy (eV) = -8.202
- SMILES string = CC(C)=C1C=COC1

Löwdin analysis output, partial charges in e: number 1, H, carries 0.1435; number 2, C, carries -0.1545; number 3, H, carries 0.1217; number 4, C, carries -0.0780; number 5, H, carries 0.1184; number 6, H, carries 0.1422; number 7, H, carries 0.1443; number 8, C, carries -0.0891; number 9, H, carries 0.1436; number 10, H, carries 0.0456; number 11, C, carries -0.3665; number 12, C, carries -0.1739; number 13, H, carries 0.1041; number 14, C, carries -0.0273; number 15, H, carries 0.0622; number 16, H, carries 0.1763; number 17, O, carries -0.0513; number 18, C, carries -0.2612

---

# 4
# C7H10O

A structure of composition C7H10O in a non-equilibrium geometry (ωB97M-V/def2-TZVPD, the Open Molecules 2025 dataset).

```
! wB97M-V def2-TZVPD RIJCOSX def2/J DEFGRID3
* xyz 0 1
H -1.43 -0.03 1.88
H -1.57 -2.03 -0.38
C 0.34 -0.67 -0.33
H 2.39 1.49 0.33
H 2.50 -1.36 -0.65
H 0.27 1.02 1.16
C 1.85 -0.79 0.02
O -1.71 0.07 -1.31
C -1.37 0.93 -0.20
C 1.82 0.78 -0.28
H 2.01 1.03 -1.32
H 0.24 -0.81 -1.41
H -2.94 -0.29 1.08
H 2.19 -0.97 1.04
H -1.72 2.00 -0.35
C -1.86 -0.09 0.84
C 0.24 0.73 0.06
C -1.22 -1.01 -0.18
*
```

Properties
- max |F| (eV/Å) = 3.29
- LUMO (eV) = 1.1
- HOMO energy (eV) = -8.951

Löwdin analysis output, partial charges in e: number 1, H, carries 0.1214; number 2, H, carries 0.1392; number 3, C, carries -0.2572; number 4, H, carries 0.0950; number 5, H, carries 0.0959; number 6, H, carries 0.1437; number 7, C, carries -0.0761; number 8, O, carries -0.0910; number 9, C, carries -0.2611; number 10, C, carries -0.1024; number 11, H, carries 0.0940; number 12, H, carries 0.1433; number 13, H, carries 0.1263; number 14, H, carries 0.0979; number 15, H, carries 0.1491; number 16, C, carries -0.0954; number 17, C, carries -0.2019; number 18, C, carries -0.1207

---

# 5
# C7H10O2

An isolated molecule of C7H10O2 in a non-equilibrium geometry (ωB97M-V/def2-TZVPD, the Open Molecules 2025 dataset).

```
! wB97M-V def2-TZVPD RIJCOSX def2/J DEFGRID3
* xyz 0 1
C 0.06 1.82 -0.38
O -2.28 0.07 0.18
C -1.18 -0.33 -0.71
C 1.75 -1.31 0.36
H -2.52 -2.08 -0.19
H 1.10 2.28 -0.09
O 2.30 0.07 0.12
H -0.79 2.27 -0.87
C -0.13 1.12 0.94
H 1.25 -1.51 1.37
C -1.85 -1.24 0.26
C 0.02 0.35 -0.42
H 1.58 -0.71 -1.58
C 1.30 -0.37 -0.62
H -1.50 -0.68 -1.74
H 0.71 1.42 1.64
H -1.23 -1.42 1.25
H -1.08 1.04 1.28
H 2.54 -1.92 -0.09
*
```

Properties
- max |F| (eV/Å) = 4.32
- LUMO (eV) = 1.0
- HOMO energy (eV) = -9.702
- SMILES string = C1O[C@@H]1C1([C@H]2CO2)CC1

Löwdin analysis output, partial charges in e: number 1, C, carries -0.0588; number 2, O, carries -0.0708; number 3, C, carries -0.2230; number 4, C, carries -0.0083; number 5, H, carries 0.1424; number 6, H, carries 0.1606; number 7, O, carries -0.0174; number 8, H, carries 0.1148; number 9, C, carries -0.0558; number 10, H, carries 0.1450; number 11, C, carries -0.1493; number 12, C, carries -0.3627; number 13, H, carries 0.1419; number 14, C, carries -0.3921; number 15, H, carries 0.1714; number 16, H, carries 0.1374; number 17, H, carries 0.1507; number 18, H, carries 0.0558; number 19, H, carries 0.1181

---

# 6
# C7H10O2

An isolated molecule of C7H10O2 in a non-equilibrium geometry (ωB97M-V/def2-TZVPD, the Open Molecules 2025 dataset).

```
! wB97M-V def2-TZVPD RIJCOSX def2/J DEFGRID3
* xyz 0 1
O 0.21 -1.19 -1.06
H 1.77 -1.44 1.86
H 1.32 1.13 -0.44
H -1.79 -1.97 -0.86
C -1.75 0.18 -0.69
C -0.82 1.28 -0.78
C 1.16 0.72 1.61
C -1.21 -1.05 -1.36
H -1.27 -1.13 -2.50
H 2.53 -0.36 0.35
H -0.32 1.21 -1.82
C 0.45 0.93 0.20
H -0.40 -0.86 0.89
H -2.19 -0.02 0.26
H 1.93 1.55 1.81
O -2.24 1.58 -1.08
C 1.70 -0.60 1.05
H 0.47 0.63 2.40
C 0.45 -0.61 0.18
*
```

Properties
- max |F| (eV/Å) = 3.55
- LUMO (eV) = 0.9
- HOMO energy (eV) = -9.531
- SMILES string = C1C[C@@H]2OC[C@@H]3O[C@H]3[C@@H]12

Löwdin analysis output, partial charges in e: number 1, O, carries -0.0834; number 2, H, carries 0.1477; number 3, H, carries 0.1250; number 4, H, carries 0.1598; number 5, C, carries -0.2427; number 6, C, carries -0.1542; number 7, C, carries -0.1247; number 8, C, carries -0.1352; number 9, H, carries 0.1518; number 10, H, carries 0.1278; number 11, H, carries 0.1649; number 12, C, carries -0.1264; number 13, H, carries 0.1607; number 14, H, carries 0.1333; number 15, H, carries 0.1297; number 16, O, carries -0.0014; number 17, C, carries -0.1056; number 18, H, carries 0.0836; number 19, C, carries -0.4109

---

# 7
# C7H10O2

An isolated molecule of C7H10O2 in a non-equilibrium geometry (ωB97M-V/def2-TZVPD, the Open Molecules 2025 dataset).

```
! wB97M-V def2-TZVPD RIJCOSX def2/J DEFGRID3
* xyz 0 1
H -2.30 -0.03 -1.74
H -0.57 2.05 0.84
C -0.98 1.30 1.66
C -1.65 -0.88 -1.44
H -0.59 1.46 2.63
H 0.34 -0.03 -1.86
H 1.89 1.03 1.08
O -1.22 -1.10 1.82
H -2.12 1.23 1.67
H -2.09 -1.36 -0.54
H -1.67 -1.52 -2.33
C 1.75 0.32 0.27
H 3.75 0.51 -0.25
O 0.46 -1.60 -0.32
C 0.46 -0.34 0.29
C 2.76 0.11 -0.62
H 2.57 -0.55 -1.45
C -0.60 -0.10 1.35
C -0.20 -0.53 -1.06
*
```

Properties
- max |F| (eV/Å) = 3.85
- LUMO (eV) = 0.8
- HOMO energy (eV) = -9.525
- SMILES string = C=C[C@]1(C(C)=O)O[C@H]1C

Löwdin analysis output, partial charges in e: number 1, H, carries 0.0841; number 2, H, carries 0.1332; number 3, C, carries -0.0087; number 4, C, carries -0.0222; number 5, H, carries 0.0686; number 6, H, carries 0.1330; number 7, H, carries 0.1045; number 8, O, carries 0.0587; number 9, H, carries 0.1229; number 10, H, carries 0.0882; number 11, H, carries 0.0795; number 12, C, carries -0.0995; number 13, H, carries 0.0814; number 14, O, carries 0.0414; number 15, C, carries -0.4172; number 16, C, carries 0.0562; number 17, H, carries 0.0603; number 18, C, carries -0.3605; number 19, C, carries -0.2039

---

# 8
# C7H10O2S

An isolated molecule of C7H10O2S in a non-equilibrium geometry (ωB97M-V/def2-TZVPD, the Open Molecules 2025 dataset).

```
! wB97M-V def2-TZVPD RIJCOSX def2/J DEFGRID3
* xyz 0 1
H 0.18 -1.90 -2.22
H -0.82 3.38 2.03
C 0.32 -0.90 1.82
H 1.19 -2.71 2.45
S -0.79 0.93 3.46
C -0.12 -1.45 -1.14
C 0.52 -0.18 -0.56
H 0.24 1.97 -0.85
H -0.22 -2.23 -0.44
H 1.68 -0.17 -0.64
H -1.01 1.02 -1.31
H -1.23 -1.24 -1.31
H -0.28 -1.33 3.97
O -1.29 2.75 1.49
C 0.40 0.05 0.80
C -1.25 1.52 1.88
C -0.20 -0.63 3.08
O 0.97 -2.19 1.65
C 0.02 1.01 -1.37
H 0.33 0.81 -2.50
*
```

Properties
- max |F| (eV/Å) = 5.21
- LUMO (spin up / spin down) (eV) = -0.4 / -0.4
- HOMO energy (spin up / spin down) (eV) = -7.544 / -7.546

Löwdin analysis output, partial charges in e: number 1, H, carries 0.1244; number 2, H, carries 0.1006; number 3, C, carries -0.3715; number 4, H, carries 0.1013; number 5, S, carries 0.9332; number 6, C, carries -0.0737; number 7, C, carries -0.4898; number 8, H, carries 0.0825; number 9, H, carries 0.0303; number 10, H, carries 0.1938; number 11, H, carries 0.0380; number 12, H, carries 0.0936; number 13, H, carries 0.0875; number 14, O, carries -0.0276; number 15, C, carries 0.0163; number 16, C, carries -0.4265; number 17, C, carries -0.4221; number 18, O, carries -0.0267; number 19, C, carries -0.0929; number 20, H, carries 0.1292

---

# 9
# C7H10O2S3

An isolated molecule of C7H10O2S3 in a non-equilibrium geometry (ωB97M-V/def2-TZVPD, the Open Molecules 2025 dataset).

```
! wB97M-V def2-TZVPD RIJCOSX def2/J DEFGRID3
* xyz 0 1
S -0.38 -2.44 1.69
H 3.02 0.75 0.87
H 2.37 1.10 -0.67
H 1.34 -0.97 -0.15
C 2.06 0.95 0.41
C 0.99 -0.12 0.28
C -1.91 2.32 0.34
C -1.06 1.51 0.17
H 1.59 1.87 0.84
C -0.33 0.34 -0.33
H 0.82 1.51 -1.67
C 0.07 0.73 -1.81
H -2.02 -0.85 -1.17
O 0.28 -2.99 0.54
S -2.17 -1.50 1.04
C -1.29 -0.83 -0.46
S 0.76 -0.85 2.34
H 0.50 -0.07 -2.47
H -0.49 -1.53 -0.69
H -0.78 1.23 -2.34
O -0.82 -3.33 2.73
H -2.54 3.18 0.52
*
```

Properties
- max |F| (eV/Å) = 4.64
- LUMO (eV) = -0.2
- HOMO energy (eV) = -9.315
- SMILES string = C#C[C@]1(C)CSS(=O)(=O)S[C@@H]1C

Löwdin analysis output, partial charges in e: number 1, S, carries 0.1132; number 2, H, carries 0.0808; number 3, H, carries 0.0929; number 4, H, carries 0.0612; number 5, C, carries -0.1129; number 6, C, carries -0.3578; number 7, C, carries 0.1483; number 8, C, carries -0.1168; number 9, H, carries 0.1049; number 10, C, carries -0.5644; number 11, H, carries 0.0639; number 12, C, carries -0.0238; number 13, H, carries 0.0522; number 14, O, carries -0.4097; number 15, S, carries 0.7434; number 16, C, carries -0.4506; number 17, S, carries 0.6452; number 18, H, carries 0.1179; number 19, H, carries 0.0541; number 20, H, carries 0.1069; number 21, O, carries -0.3963; number 22, H, carries 0.0472

---

# 10
# C7H10O3

An isolated molecule of C7H10O3 in a non-equilibrium geometry (ωB97M-V/def2-TZVPD, the Open Molecules 2025 dataset).

```
! wB97M-V def2-TZVPD RIJCOSX def2/J DEFGRID3
* xyz 0 1
O 2.27 1.23 -0.78
H -1.67 -2.04 0.75
O -0.96 2.70 -0.92
H -0.05 0.37 -2.61
C -0.54 0.45 -0.24
C 0.24 -1.17 1.27
C -1.73 0.12 0.63
C -1.29 -1.18 1.32
O -0.22 1.32 -2.50
H 0.69 -2.17 1.15
H 2.12 1.35 -1.75
H -1.91 0.93 1.35
H 0.68 -0.74 2.19
H 2.13 -0.80 -1.21
C 0.55 -0.25 0.11
H -1.69 -1.27 2.34
H 2.64 -0.36 0.43
C -0.57 1.59 -1.20
H -2.66 0.01 0.04
C 1.95 -0.09 -0.39
*
```

Properties
- max |F| (eV/Å) = 1.42
- LUMO (eV) = 0.4
- HOMO energy (eV) = -9.502
- SMILES string = O=C(O)C1=C(CO)CCC1

Löwdin analysis output, partial charges in e: number 1, O, carries -0.0505; number 2, H, carries 0.1127; number 3, O, carries 0.1309; number 4, H, carries 0.1098; number 5, C, carries -0.1150; number 6, C, carries -0.1374; number 7, C, carries -0.1199; number 8, C, carries -0.1699; number 9, O, carries 0.0892; number 10, H, carries 0.1189; number 11, H, carries 0.1085; number 12, H, carries 0.1278; number 13, H, carries 0.1286; number 14, H, carries 0.1329; number 15, C, carries -0.1654; number 16, H, carries 0.1092; number 17, H, carries 0.1304; number 18, C, carries -0.4502; number 19, H, carries 0.1211; number 20, C, carries -0.2116

---

These records have relative energy (zero: lowest compared OMol25 entry of this formula, charge and spin) values of 466.9 240.5 616.0 507.4 521.7 585.4 252.5 541.9 145.8 0.0 kJ/mol, in the order they appear.
These records have E values of -18193.764 -18196.110 -9462.176 -9463.302 -11510.449 -11509.789 -11513.239 -22344.421 -44017.933 -13563.316 eV, in the order they appear.